A single C6H5BrClNO2 molecule in a non-equilibrium geometry. Source: OMol25; level of theory: ωB97M-V/def2-TZVPD.

HOMO-LUMO gap = 0.3300 Ha
Multiplicity = 1
SMILES = O=[N+]([O-])[C@@]1(Cl)CC=CC=C1Br
Energy relative to the best compared isomer or geometry (same formula, charge and spin) = 0.0 kcal/mol
HOMO energy = -9.095 eV

Element x y z (Å)
O 0.49 2.51 -0.95
N 0.93 1.39 -0.91
O 1.52 0.82 -1.79
C 0.72 0.64 0.39
Cl 1.87 1.36 1.54
C -0.72 0.80 0.85
C -1.65 -0.13 0.14
C -1.24 -1.29 -0.40
C 0.13 -1.73 -0.34
C 1.10 -0.92 0.07
Br 2.91 -1.39 0.19
H -1.01 1.84 0.68
H -0.77 0.63 1.93
H -2.69 0.15 0.11
H -1.95 -1.94 -0.88
H 0.35 -2.75 -0.62

A single C6H5Cl2FN4 molecule in a non-equilibrium geometry. Source: OMol25; level of theory: ωB97M-V/def2-TZVPD.

HOMO-LUMO gap = 0.3688 Ha
Multiplicity = 1
SMILES = C=CCN(F)c1nc(Cl)nc(Cl)n1
Energy relative to the best compared isomer or geometry (same formula, charge and spin) = 3.0 kcal/mol
HOMO energy = -9.908 eV

Element x y z (Å)
C -1.51 -0.44 -0.34
C -0.27 -0.78 0.08
C 0.29 -0.19 1.33
N 1.39 0.85 1.02
F 0.84 1.98 0.50
C 2.63 0.52 0.51
N 2.90 -0.79 0.54
C 4.06 -1.12 0.15
Cl 4.43 -2.86 0.08
N 5.05 -0.29 -0.17
C 4.70 0.98 -0.14
Cl 5.89 2.09 -0.62
N 3.54 1.43 0.32
H -1.92 -0.72 -1.25
H -2.24 -0.06 0.39
H 0.34 -1.24 -0.71
H 0.74 -1.01 1.89
H -0.53 0.37 1.89

A gas-phase ion, C6H5Cl2N2 (charge +1) in a non-equilibrium geometry. Source: OMol25; level of theory: ωB97M-V/def2-TZVPD.

Expectation value of S² = 2.022
HOMO-LUMO gap (alpha / beta) = 0.2254 / 0.2241 Ha
Multiplicity = 3
HOMO energy (alpha / beta) = -11.274 / -14.510 eV
Total charge = +1

Element x y z (Å)
C -2.81 -0.69 0.72
C -1.72 -0.60 0.22
C 1.14 0.66 0.93
C 1.06 1.08 -1.31
C -0.53 -0.64 -0.54
C 1.14 -0.70 1.10
N 1.57 1.27 -0.19
N -0.25 0.36 -1.32
Cl 1.34 1.78 -2.84
Cl 2.53 -1.66 0.58
H -3.50 -0.57 1.48
H 0.65 1.41 1.62
H -0.24 -1.63 -0.89
H 0.62 -1.18 1.94
H -1.00 1.10 -1.49

A single C6H5ClS molecule in a non-equilibrium geometry. Source: OMol25; level of theory: ωB97M-V/def2-TZVPD.

HOMO-LUMO gap = 0.2956 Ha
Multiplicity = 1
SMILES = ClC1=CSC=CC=C1
Energy relative to the best compared isomer or geometry (same formula, charge and spin) = 56.7 kcal/mol
HOMO energy = -8.253 eV

Element x y z (Å)
Cl 0.63 0.85 -2.47
C 0.02 0.31 -0.97
C 0.14 1.17 0.09
S -0.60 0.90 1.74
C 0.02 -0.62 2.24
C 0.27 -1.64 1.48
C -0.28 -1.93 0.05
C -0.45 -1.09 -1.03
H 0.76 2.12 -0.23
H 0.30 -0.81 3.44
H 0.50 -2.63 2.12
H -0.47 -2.93 -0.23
H -0.60 -1.77 -2.07

A single C6H5F3N2O molecule in a non-equilibrium geometry. Source: OMol25; level of theory: ωB97M-V/def2-TZVPD.

HOMO-LUMO gap = 0.2933 Ha
Multiplicity = 1
Energy relative to the best compared isomer or geometry (same formula, charge and spin) = 0.0 kcal/mol
HOMO energy = -7.976 eV

Element x y z (Å)
C 0.57 -0.43 -0.04
C -0.32 -1.48 -0.08
C 0.00 0.88 -0.03
C -1.40 1.23 0.00
C -2.18 0.02 0.07
C -3.66 -0.02 -0.06
N -1.62 -1.21 0.10
N 0.83 1.95 0.11
O -1.84 2.37 -0.08
F -4.33 1.10 0.03
F -4.16 -0.77 -1.11
F -4.11 -0.72 1.08
H 1.66 -0.71 -0.12
H -0.17 -2.48 -0.11
H -2.13 -2.07 0.18
H 1.67 2.11 -0.35
H 0.46 2.89 0.18